--- w ---
An isolated molecule of C5H8N2S, computed with ωB97M-V with the def2-TZVPD basis set.

Geometry (Å):
C 1.32797 -0.20989 0.64331
C 0.24166 -0.86532 -1.50089
C -1.63641 -0.38572 -0.04704
C -1.06433 0.92116 0.54230
C 0.40829 1.05189 0.87888
H 2.35763 0.00005 1.01679
H 0.80212 -1.05321 1.25037
H 2.22533 -0.35572 -1.31321
H 0.54423 -1.13186 -2.48800
H -1.62668 -1.19083 0.69320
H -2.70906 -0.30728 -0.31343
H -1.71205 1.47850 1.20770
H 0.59788 1.41914 1.86675
N 1.38761 -0.70661 -0.72866
N -0.99070 -0.82574 -1.27050
S -0.15350 2.16143 -0.43758

Output
Gap between HOMO and LUMO in eV: 9.48
SMILES: C1=NC[C@@H]2S[C@@H]2CN1
HOMO in eV: -8.8

--- x ---
An isolated molecule of C5H8N2S, computed with ωB97M-V with the def2-TZVPD basis set.

Geometry (Å):
C 1.68425 -1.28179 0.56765
C 1.04997 -0.05396 -0.25823
C 1.87807 1.11618 -0.61195
C -1.28122 0.15625 -0.18432
C -2.44138 -0.59902 -0.55101
H 1.14260 -1.48807 1.54696
H 2.73718 -1.13378 0.53446
H 1.47295 -2.06857 -0.08439
H 2.96653 1.23989 -0.24009
H 1.47891 1.78677 -1.50442
H -0.58517 1.55018 0.94933
H -2.28961 1.76012 0.87577
H -2.31150 -1.48751 -1.04186
N -0.20670 -0.49713 -0.62422
N -1.39600 1.12492 0.70198
S -3.89888 -0.12449 -0.07568

Output
Gap between HOMO and LUMO in eV: 7.45
SMILES: C=C(C)/N=C(\N)C=S
HOMO in eV: -8.5

--- y ---
An isolated molecule of C5H8N2S, computed with ωB97M-V with the def2-TZVPD basis set.

Geometry (Å):
C 1.11816 1.37775 1.42741
C -0.12591 1.74711 0.42819
C -0.35410 0.72789 -0.42435
C -1.40940 0.84149 -1.51831
C -0.11299 -1.59848 -0.22675
H 0.59337 1.03971 2.40777
H 1.81631 2.33828 1.80053
H 1.77791 0.48786 1.01771
H -0.78459 2.57322 0.37553
H -1.70942 1.82917 -1.61010
H -1.26363 -1.64011 -0.35573
H 1.57382 -2.52781 -0.04003
H 0.14076 -3.57889 -0.54259
N 0.43567 -0.50443 -0.50327
N 0.51407 -2.73229 0.15195
S -2.21003 -0.38047 -2.38794

Output
Gap between HOMO and LUMO in eV: 7.78
SMILES: C/C=C(C=S)\N=C\N
HOMO in eV: -8.5

Least stable: y

--- w ---
A 2-piece molecular cluster, C2H8NP overall, computed with ωB97M-V with the def2-TZVPD basis set.

Geometry (Å):
C -0.44039 1.32915 -0.69550
C -0.93754 -1.16507 0.50690
N 2.79866 -0.55672 0.92976
P 0.40117 -0.23537 -0.33550
H 0.10761 1.84445 -1.45935
H -1.46741 1.37030 -0.81173
H -0.30195 1.84857 0.29880
H -1.73853 -1.26301 -0.12220
H -0.49570 -2.09267 0.79979
H -1.21722 -0.65710 1.50619
H 2.71541 0.50846 0.97101
H 0.57589 -0.93098 -1.58817

Output
Gap between HOMO and LUMO (alpha / beta) in eV: 8.39 / 8.41
HOMO (alpha / beta) in eV: -8.4 / -8.4

--- x ---
An isolated molecule of C2H8NP, computed with ωB97M-V with the def2-TZVPD basis set.

Geometry (Å):
C -0.09522 0.67441 -1.53786
C -0.88788 -0.72083 1.08482
N 1.51780 0.54206 1.21525
P 0.58216 -0.19581 0.27447
H -0.96922 0.97661 -0.96862
H 0.34631 1.60696 -1.92206
H -0.23081 0.11287 -2.43203
H -1.39379 0.15600 1.41949
H -1.43520 -1.38688 0.42688
H -0.60721 -1.43358 1.93286
H 2.15500 1.15840 0.63556
H 1.01807 -1.49022 -0.12875

Output
Gap between HOMO and LUMO in eV: 9.85
SMILES: C[PH](C)=N
HOMO in eV: -8.8

Least stable: w

--- w ---
An isolated molecule of C3HF3S, computed with ωB97M-V with the def2-TZVPD basis set.

Geometry (Å):
C 0.14038 2.93490 -1.15126
C 0.31755 2.16449 -0.25133
C -1.12084 2.49124 1.78112
F -1.98940 2.78412 0.74916
F -0.61614 3.71259 2.06206
F -1.83211 2.13693 2.81385
S 0.30650 1.41903 1.24911
H 0.21679 3.57677 -1.98850

Output
Gap between HOMO and LUMO in eV: 10.13
SMILES: C#CSC(F)(F)F
HOMO in eV: -9.7

--- x ---
An isolated molecule of C3HF3S, computed with ωB97M-V with the def2-TZVPD basis set.

Geometry (Å):
C -0.11624 -0.42635 0.25285
C 0.52348 -1.50921 -0.21356
C -0.22239 0.98714 -0.10954
F 0.00940 1.15790 -1.42106
F -1.52524 1.43137 0.07381
F 0.53390 1.69790 0.68800
S 1.36925 -2.78136 -0.53319
H -0.57216 -0.55739 1.26269

Output
Gap between HOMO and LUMO in eV: 8.42
SMILES: FC(F)(F)C=C=S
HOMO in eV: -9.3

Least stable: w

--- w ---
A 2-piece molecular cluster, CH6NO2 overall, computed with ωB97M-V with the def2-TZVPD basis set.

Geometry (Å):
N -2.21795 -0.04949 0.28730
C -0.79423 -0.55610 0.18129
O 0.08604 0.43643 0.00240
H -2.11002 0.90767 -0.03451
H -2.39188 0.06881 1.28096
H -0.82560 -1.28876 -0.65458
H -0.62003 -1.13398 1.12390
H 1.61643 0.17838 -0.56252
H 2.86945 0.51778 0.24388
O 2.62105 0.12791 -0.59830

Output
Gap between HOMO and LUMO in eV: 7.89
Total charge: -1
HOMO in eV: -3.1

--- x ---
A 2-piece molecular cluster, CH6NO2 overall, computed with ωB97M-V with the def2-TZVPD basis set.

Geometry (Å):
N -0.36648 0.38223 -1.45423
C -0.50324 0.81060 0.00706
O -0.75877 -0.08164 0.94378
H -1.26410 0.41852 -1.91931
H -0.02424 -0.56713 -1.44044
H -1.25117 1.64610 -0.12272
H 0.39389 1.45334 0.17098
H 0.50568 -0.99924 1.25576
H 2.01098 -1.41482 1.01477
O 1.25744 -1.64796 1.54435

Output
Gap between HOMO and LUMO in eV: 7.88
Total charge: -1
HOMO in eV: -3.1

Least stable: x

--- w ---
A 2-piece molecular cluster, C6H14NO overall, computed with ωB97M-V with the def2-TZVPD basis set.

Geometry (Å):
C -3.15867 0.10450 1.39975
C -1.76178 0.08483 0.73878
C -1.45891 1.38220 0.02757
C -0.52771 2.21861 0.55157
H -3.99496 0.55178 0.84485
H -3.54900 -0.88215 1.73672
H -3.07083 0.69529 2.32690
H -1.84474 -0.76776 0.06189
H -0.95546 -0.19037 1.43489
H -1.97530 1.61898 -0.92203
H -0.31056 3.15884 0.00632
H -0.01654 2.02756 1.49979
C 2.68014 -1.01708 0.53478
N 2.57832 -0.63541 -0.86660
C 1.34682 -1.15976 -1.55260
O 0.18176 -0.63093 -1.10885
H 1.64443 -0.94981 1.02462
H 3.41396 -0.34827 1.05037
H 3.04564 -2.06937 0.61420
H 2.45989 0.37734 -0.94357
H 1.39779 -2.31995 -1.33383
H 1.53406 -1.08651 -2.66328

Output
Gap between HOMO and LUMO (alpha / beta) in eV: 10.30 / 7.47
Multiplicity: 2
HOMO (alpha / beta) in eV: -9.3 / -9.2

--- x ---
A 2-piece molecular cluster, C6H14NO overall, computed with ωB97M-V with the def2-TZVPD basis set.

Geometry (Å):
O 0.74817 -2.46100 -0.07783
C 1.43218 -1.52168 0.31464
C 1.79764 -0.41860 -0.62436
N 0.94962 -0.54628 -1.83522
H 1.86808 -1.45909 1.32117
H 1.68168 0.60262 -0.29744
H 2.85798 -0.60799 -0.83428
H 1.30216 0.02840 -2.60409
H 0.91084 -1.55472 -2.14097
H -0.01240 -0.25134 -1.61686
C -0.70495 1.03714 1.02487
C -1.52569 0.17035 0.31629
C -2.47359 0.67615 -0.75818
C 0.22576 0.70382 2.21669
H -0.78102 2.14098 0.67764
H -1.53145 -0.95496 0.45105
H -2.09264 0.38691 -1.75659
H -3.51622 0.32745 -0.64502
H -2.46109 1.73714 -0.68171
H -0.08195 -0.28098 2.61132
H 0.08237 1.51627 2.97100
H 1.32455 0.72942 1.96788

Output
Gap between HOMO and LUMO (alpha / beta) in eV: 4.03 / 8.18
Multiplicity: 2
HOMO (alpha / beta) in eV: -3.6 / -8.0

Least stable: x

--- w ---
C14H20N2O4 as an isolated structure, computed with ωB97M-V with the def2-TZVPD basis set.

Geometry (Å):
C -0.05233 0.46946 -0.99170
C 0.25182 0.94094 0.57588
C -1.37407 1.08336 -1.36866
C -2.68049 0.45773 -0.89580
C -3.04274 0.81072 0.40815
C -3.52649 -0.26025 -1.75866
C -4.06532 0.02589 0.86510
C -4.69752 -1.04590 -1.39211
C -4.74909 -1.08747 0.11782
C 2.62756 0.13794 0.11743
C 3.07349 -0.77774 1.40135
C 3.71176 0.83959 -0.83114
C 4.46328 1.73516 0.12739
C 4.75607 -0.29795 -1.51395
H -0.97514 -1.50676 -1.10512
H 0.37155 -0.92842 -2.41186
H 0.77486 1.18827 -1.34739
H -1.58770 2.20621 -0.97696
H -1.58136 1.19265 -2.39839
H -2.21092 1.30743 0.91175
H -3.20423 -0.44721 -2.71928
H -4.66004 -0.11368 1.81771
H -5.23013 -1.75721 -2.18214
H -5.94438 -0.84531 1.74821
H 1.99465 1.19729 1.62918
H 2.00297 -0.64010 -0.26612
H 3.03024 1.07726 -1.64847
H 4.41943 0.96672 1.69875
H 6.19813 1.61707 -0.54813
H 3.81564 2.96211 0.09311
H 4.26894 -1.30435 -1.76945
H 5.26978 0.22045 -2.38531
H 5.57902 -0.34857 -0.39021
H 3.94309 -2.42638 1.55748
N 0.04009 -1.00891 -1.29256
N 1.76028 1.04579 0.62596
O -0.51160 1.51929 1.35788
O -5.65243 -1.60880 0.97093
O 2.87732 -0.79562 2.61510
O 3.65514 -1.87293 0.83012

Output
Gap between HOMO and LUMO in eV: 7.68
HOMO in eV: -8.1

--- x ---
An isolated molecule of C14H20N2O4, computed with ωB97M-V with the def2-TZVPD basis set.

Geometry (Å):
C 0.25808 -0.78147 -0.12688
C -0.23195 -0.27115 1.16176
C 1.55039 -1.51675 0.00217
C 2.85999 -0.54874 0.13553
C 3.42117 0.02787 1.23789
C 3.41813 -0.29088 -1.09835
C 4.60040 0.76789 1.12697
C 4.73459 0.29131 -1.12316
C 5.32368 0.87511 -0.03425
C -2.27789 0.59573 0.10926
C -3.23254 1.77964 0.23719
C -3.06789 -0.70032 -0.19213
C -4.15605 -1.14707 0.80764
C -3.87553 -0.66412 -1.46743
H 1.02752 0.91130 -0.72616
H 0.75812 -0.24951 -1.89995
H -0.40963 -1.57163 -0.48555
H 1.48193 -2.07615 0.98429
H 1.75414 -2.22622 -0.86063
H 2.84118 -0.15481 2.15820
H 2.98740 -0.50296 -2.10835
H 5.15602 1.07693 2.12919
H 5.15572 0.51089 -2.09065
H 6.42361 2.27441 0.78370
H -1.88180 0.80845 2.14738
H -1.56382 0.69430 -0.71577
H -2.48006 -1.60157 -0.17960
H -5.18001 -0.56898 0.74580
H -4.32376 -2.32073 0.79495
H -3.78342 -0.85237 1.82961
H -3.20867 -0.61794 -2.30802
H -4.57001 -1.55358 -1.58733
H -4.58445 0.13807 -1.35581
H -4.00795 3.13599 -0.63059
N 0.26843 0.26234 -1.10117
N -1.39980 0.54544 1.24521
O 0.37047 -0.67487 2.19608
O 6.62900 1.42371 -0.02218
O -3.39622 2.28675 1.28853
O -3.38850 2.48565 -1.00739

Output
Gap between HOMO and LUMO in eV: 9.51
SMILES: CC(C)[C@H](NC(=O)[C@@H](N)Cc1ccc(O)cc1)C(=O)O
HOMO in eV: -9.0

Least stable: w

--- w ---
A 2-piece molecular cluster, C5H12N5 overall, computed with ωB97M-V with the def2-TZVPD basis set.

Geometry (Å):
C 1.43131 1.10572 -1.48884
C 1.91035 -0.14943 2.23574
C 2.98058 -0.87340 2.14460
C -0.80730 0.37643 -1.08289
C -2.89476 -0.74210 -1.14321
N 0.87149 0.44115 2.22063
N 1.20745 1.19457 -2.70178
N 0.40991 0.80096 -0.58797
N -1.63011 -0.48165 0.94105
N -1.66695 -0.32525 -0.41487
H 2.36110 1.28407 -0.90566
H 2.70960 -1.79900 1.72122
H 4.09084 -0.62990 2.14725
H -0.89908 0.62097 -2.19969
H -2.77855 -1.04980 -2.13134
H -3.10081 -1.59864 -0.38450
H -3.56769 0.12618 -1.27891
H 0.20330 0.54294 2.97196
H 1.99139 1.22493 -3.31804
H 0.61873 0.75524 0.41473
H -1.45072 0.43813 1.41901
H -1.99008 -1.26210 1.42150

Output
Gap between HOMO and LUMO in eV: 9.14
Total charge: +1
HOMO in eV: -12.7

--- x ---
A 2-piece molecular cluster, C5H12N5 overall, computed with ωB97M-V with the def2-TZVPD basis set.

Geometry (Å):
C -0.30752 0.51890 2.18986
C -1.76942 2.02126 0.92380
C 0.62292 2.48505 0.70699
C 0.70088 -2.45511 -3.04978
C -0.44728 1.67344 1.32242
N 0.81037 -2.78875 0.43168
N 0.97075 -3.32048 -0.70762
N 0.43553 -1.48698 0.26464
N 0.77631 -2.29933 -1.60515
N 0.47952 -1.22506 -1.01670
H 0.53247 0.42397 2.94166
H -1.31045 0.06797 2.43761
H 0.10240 -0.20180 1.45021
H -2.60398 1.36167 1.43822
H -1.90243 3.20560 1.00514
H -1.87906 1.76216 -0.24138
H 1.58260 2.32481 1.27195
H 0.78559 2.02399 -0.32352
H 0.40300 3.54396 0.91630
H 1.69557 -2.31231 -3.44531
H 0.50713 -3.45187 -3.45725
H -0.18490 -1.87109 -3.45377

Output
Gap between HOMO and LUMO in eV: 9.72
Total charge: +1
HOMO in eV: -15.0

Least stable: x

--- w ---
An isolated ion of composition C3H11N4 and charge +1, computed with ωB97M-V with the def2-TZVPD basis set.

Geometry (Å):
C 2.11412 -0.00505 0.23043
C -2.63859 0.52229 0.21487
C -0.28517 -0.43789 0.37731
N 3.20279 0.65850 -0.19410
N -0.19501 -1.73534 -0.16580
N -1.30144 0.81458 -0.41287
N 0.88977 0.40942 0.30459
H 2.07895 -1.11623 0.43082
H -2.51277 1.23138 1.11102
H -3.35407 0.95200 -0.52400
H -2.87125 -0.49997 0.36852
H -0.63022 -0.37027 1.31400
H 4.02879 0.13050 -0.06827
H 3.14057 1.67300 -0.21099
H 0.19946 -1.86538 -1.09944
H -1.01433 -2.29247 -0.25779
H -1.46453 0.55806 -1.37820
H 0.61292 1.37287 -0.04012

Output
Gap between HOMO and LUMO in eV: 9.65
SMILES: CN[C@@H](N)/[NH+]=C/N
Total charge: +1
HOMO in eV: -13.1

--- x ---
A 2-piece molecular cluster, C3H11N4 overall, computed with ωB97M-V with the def2-TZVPD basis set.

Geometry (Å):
N 0.38961 -2.16037 2.30396
C 0.20211 -1.47761 1.16797
N 1.18707 -0.78519 0.62550
N -0.99364 -1.46250 0.59175
H 1.32383 -2.31371 2.64535
H -0.29839 -2.82847 2.60911
H 2.06206 -0.70408 1.11466
H 0.94525 -0.12481 -0.10946
H -1.14407 -0.84954 -0.19651
H -1.72481 -2.09917 0.85406
C 0.64897 1.70487 -1.93574
C -1.35576 1.93796 -0.78640
N -0.29731 1.26287 -0.90319
H 1.43021 2.28810 -1.45092
H 0.17126 2.31015 -2.69883
H 1.11070 0.84375 -2.40383
H -2.06517 1.66143 -0.01205
H -1.59190 2.79632 -1.41544

Output
Gap between HOMO and LUMO in eV: 11.14
Total charge: +1
HOMO in eV: -14.0

Least stable: w